# 1
# C10H17O

The ion C10H17O with charge +1 in a non-equilibrium geometry (ωB97M-V/def2-TZVPD, the OMol25 dataset).

Properties
gap between HOMO and LUMO (alpha / beta): 5.8 / 9.1 eV
total charge: +1
spin multiplicity: 3
highest occupied orbital energy (alpha / beta): -0.3071 / -0.5406 hartree

Geometry as XYZ:
```
28
Properties=species:S:1:pos:R:3:forces:R:3:mulliken_spin:R:1
C -1.799 -0.164 -0.887 0.0 0.1 0.0 0.058
C 0.291 1.179 -1.139 0.2 -0.7 0.4 0.149
C 0.423 -1.267 -0.822 -4.3 -8.4 3.2 0.951
C -1.070 1.182 1.077 -0.8 1.4 -0.5 0.007
C -1.095 -1.288 1.212 -0.8 -1.3 -0.2 0.058
C 0.648 -0.022 2.391 1.0 0.0 0.5 0.039
C -1.081 1.109 -0.454 0.2 -0.3 0.1 -0.045
C -0.993 -1.327 -0.314 0.6 0.3 -0.4 0.016
C 0.987 -0.149 -1.266 4.2 8.7 -2.8 0.635
C 2.351 -0.113 -1.870 -0.8 -0.3 0.4 -0.037
O -0.681 -0.022 1.828 0.4 -0.1 -0.4 -0.013
H -2.826 -0.181 -0.520 -0.1 0.0 0.0 0.009
H -1.822 -0.227 -1.973 -0.1 0.0 -0.1 -0.016
H 0.150 1.592 -2.141 -0.1 0.2 -0.2 0.045
H 0.947 1.879 -0.613 0.1 0.3 0.0 0.037
H 0.706 -0.853 3.093 -0.1 0.1 -0.1 -0.001
H 0.952 -2.207 -0.877 0.1 -0.1 0.1 0.033
H -0.423 1.989 1.424 0.0 -0.2 0.1 -0.008
H -2.091 1.382 1.421 0.2 -0.1 0.0 0.001
H -2.139 -1.418 1.516 0.1 0.1 0.1 0.014
H -0.492 -2.075 1.666 0.0 0.3 0.1 -0.016
H 0.782 0.910 2.937 -0.2 0.0 -0.1 0.003
H 1.417 -0.127 1.622 -0.2 0.0 -0.1 -0.018
H -1.656 1.988 -0.763 0.0 0.0 0.2 -0.007
H -1.436 -2.280 -0.618 0.0 -0.1 0.3 0.031
H 2.887 -1.040 -1.690 0.1 -0.1 0.0 0.003
H 2.933 0.720 -1.478 0.1 0.2 0.0 0.023
H 2.268 0.024 -2.948 0.2 0.0 -0.4 0.048
```
Forces are in eV/Å.

# 2
# CH7N2O

A cluster of 2 separate species, CH7N2O in total (ωB97M-V/def2-TZVPD, the OMol25 dataset).

Properties
gap between HOMO and LUMO: 7.6 eV
total charge: -1
energy above the lowest of the compared OMol25 structures with the same formula, charge and spin: 4.7 kJ/mol
highest occupied orbital energy: -0.1019 hartree

Geometry as XYZ:
```
11
Properties=species:S:1:pos:R:3:forces:R:3:mulliken_charge:R:1
N 1.622 -1.185 1.229 -0.6 -0.1 0.2 -0.859
H 0.785 -1.186 0.615 -0.2 -0.2 -0.1 0.469
H 2.376 -1.414 0.609 0.5 -0.1 -0.3 0.193
H 1.711 -0.197 1.406 0.3 0.4 0.2 0.215
N -0.632 1.487 -0.446 0.3 0.0 0.1 -0.767
C -1.321 0.171 -0.710 0.3 -0.3 0.2 -0.396
O -0.498 -0.877 -0.722 0.1 -0.2 0.1 -0.929
H 0.257 1.358 -0.940 -0.2 0.1 0.0 0.315
H -0.349 1.424 0.535 0.0 0.1 -0.2 0.244
H -1.855 0.293 -1.670 -0.2 0.2 -0.2 0.252
H -2.094 0.126 0.092 -0.2 0.0 0.0 0.264
```
Forces are in eV/Å.

# 3
# C7H14N2O3SSi

A cluster of 2 separate species, C7H14N2O3SSi in total in a non-equilibrium geometry (ωB97M-V/def2-TZVPD, the OMol25 dataset).

Properties
gap between HOMO and LUMO: 9.6 eV
structure (SMILES): O[SiH2]CCSc1nnco1.CC(C)=O
highest occupied orbital energy: -0.3438 hartree

Geometry as XYZ:
```
28
Properties=species:S:1:pos:R:3:forces:R:3:mulliken_charge:R:1
O 1.124 0.277 2.118 -1.8 -0.7 0.2 -0.570
Si -0.253 -0.810 2.011 0.5 2.2 -0.4 0.622
C -1.462 0.019 0.751 -0.2 -1.1 -0.3 -0.574
C -1.313 -0.529 -0.743 0.2 0.5 0.3 -0.367
S -2.519 0.375 -1.894 -0.8 1.1 1.4 -0.160
C -3.488 1.483 -0.775 -1.6 -0.3 1.3 0.362
N -4.726 1.209 -0.109 5.4 2.8 -2.2 -0.259
N -4.944 2.344 0.597 2.3 3.6 0.4 -0.295
C -3.924 3.319 0.427 -2.1 -4.8 -1.1 0.052
O -2.975 2.774 -0.470 -2.5 -1.3 1.1 -0.220
H 0.746 1.127 2.425 0.5 -0.6 -0.2 0.303
H 0.120 -2.175 1.659 0.2 -0.1 0.0 -0.124
H -0.936 -0.708 3.325 0.1 -0.2 0.0 -0.208
H -2.517 -0.273 1.108 1.4 0.8 -0.5 0.344
H -1.265 1.145 0.833 -0.6 -1.6 -0.3 0.186
H -0.277 -0.321 -1.198 -1.6 -0.5 0.9 0.181
H -1.590 -1.637 -0.858 0.6 1.7 0.4 0.348
H -3.838 4.342 0.898 0.0 -1.6 -0.9 0.345
C 3.278 -0.139 -0.269 -0.4 0.1 0.1 -0.806
C 2.850 -1.438 -0.897 -0.5 -0.2 0.1 0.822
C 3.831 -2.120 -1.813 -0.3 -0.4 -0.1 -1.203
O 1.753 -1.922 -0.675 0.4 0.3 -0.1 -0.524
H 2.475 0.238 0.366 0.2 -0.1 0.0 0.082
H 4.165 -0.299 0.348 0.1 0.1 -0.2 0.365
H 3.487 0.598 -1.047 0.2 -0.1 0.0 0.325
H 4.742 -2.367 -1.265 0.1 0.2 -0.1 0.339
H 4.064 -1.469 -2.659 0.2 0.0 0.1 0.327
H 3.390 -3.044 -2.193 0.0 0.1 0.1 0.310
```
Forces are in eV/Å.

no.,electronic energy (eV)
1,-12680.8602
2,-6178.2888
3,-35319.4379